C6H15ClI2InN2O2P | ωB97M-V/def2-TZVPD

```
30
Properties=species:S:1:pos:R:3:forces:R:3
I -0.853 1.897 -1.746 -0.717 1.492 -1.246
I 0.922 -1.997 1.648 0.700 -1.263 1.462
In -0.028 0.026 0.072 -3.543 4.826 7.340
P -2.152 -1.045 -0.071 -3.688 -1.748 -0.351
C -2.287 -2.258 -1.429 0.269 0.214 0.100
C -2.645 -1.960 1.428 0.479 0.202 0.103
H -3.457 0.916 0.391 -0.152 -0.087 -0.005
H -4.493 -0.445 -0.150 0.158 0.110 -0.108
H -3.529 0.500 -1.333 -0.165 -0.050 -0.077
C -3.555 0.093 -0.321 0.410 0.212 0.124
H -2.492 -1.307 2.291 -0.152 -0.075 -0.020
H -3.700 -2.241 1.350 0.190 0.053 -0.063
H -3.281 -2.715 -1.448 0.155 0.077 0.028
H -1.531 -3.037 -1.291 -0.120 -0.053 -0.068
H -2.023 -2.848 1.547 -0.177 -0.026 -0.021
H -2.102 -1.749 -2.380 -0.091 -0.124 -0.020
C 0.720 -0.878 -1.359 6.077 -6.925 -11.030
O 1.187 -1.443 -2.251 -1.968 2.075 3.490
Cl -0.999 1.196 1.942 0.255 -0.111 0.304
C 3.854 1.957 1.866 0.306 0.105 1.174
N 3.748 1.974 0.420 -0.775 -0.350 -1.732
C 2.686 1.457 -0.263 2.925 1.687 -0.108
N 2.677 1.534 -1.618 0.507 0.334 -0.712
O 1.761 0.940 0.367 -0.060 -0.127 1.007
H 2.979 1.478 2.354 0.552 0.355 -0.615
H 3.932 3.000 2.240 -0.045 -0.670 -0.180
H 4.768 1.401 2.162 -0.552 0.360 -0.139
H 4.523 2.407 -0.105 -0.781 -0.420 0.442
H 1.907 1.174 -2.189 0.802 0.359 0.540
H 3.463 1.973 -2.120 -0.799 -0.432 0.382
```
Forces are in eV/Å.

Properties
total charge: +2
molecular weight: 582.3 g mol⁻¹
E_tot: -56709.328 eV
orbital gap (spin up / spin down): 5.2145 / 5.5003 eV
relative energy (zero: lowest compared OMol25 entry of this formula, charge and spin): 3.035 eV